(1)
8
Properties=species:S:1:pos:R:3:forces:R:3:mulliken_charge:R:1 method="wB97M-V/def2-TZVPD" charge=+1 homo_ha=-0.650 homo_lumo_gap_ev=11.286
O -1.28602 2.37860 0.04421 0.557 -3.600 0.050 -0.14
O 0.13494 -2.04035 0.10577 0.888 1.213 -0.338 -0.29
N -0.82580 0.02624 -0.03400 0.474 -1.616 -0.057 -0.17
N 1.48500 -0.13422 -0.11285 5.328 0.675 0.328 -0.07
C 0.41676 -0.90158 -0.01990 -1.187 -0.636 0.512 0.50
C -1.09339 1.23503 0.02600 -0.407 5.118 -0.103 0.74
C 2.69223 0.10745 0.01247 -3.618 -0.633 -0.435 0.16
H -1.52372 -0.67118 -0.02170 -2.034 -0.520 0.043 0.28


(2)
15
Properties=species:S:1:pos:R:3:forces:R:3:mulliken_charge:R:1 method="wB97M-V/def2-TZVPD" charge=0 homo_ha=-0.364 smiles="O=C[C@@]1([N+](=O)[O-])CC=CO1" homo_lumo_gap_ev=9.469
O -0.22639 -0.04520 -1.48937 -0.217 -0.590 0.635 -0.42
O -0.56645 -2.65383 -0.19716 -0.070 0.891 0.579 -0.46
O -1.81368 1.76270 -0.51917 -0.107 -0.049 -1.041 -0.55
O -1.85606 0.89453 1.42814 -0.078 -0.752 -0.586 -0.56
N -1.56594 0.86335 0.22884 -0.120 0.719 2.020 0.92
C 0.87630 0.00276 0.84179 -3.451 3.504 -2.556 -0.75
C 1.07400 0.46937 -1.49892 -0.743 -0.097 -0.684 -0.20
C 1.65914 0.59388 -0.32188 -0.926 -0.329 0.976 -0.32
C -0.95176 -1.63327 0.31061 -2.637 0.196 0.768 -0.16
C -0.69385 -0.25170 -0.19611 4.470 0.325 0.437 0.71
H 1.36824 0.66845 -2.54600 0.086 0.105 1.061 0.40
H -1.66346 -1.50246 1.25902 1.467 -0.876 -1.367 0.27
H 1.24455 -0.91485 1.09448 0.731 -2.446 1.036 0.39
H 0.54400 0.67526 1.68492 0.668 -0.851 -0.919 0.35
H 2.57136 1.07101 -0.07918 0.926 0.250 -0.358 0.40


(3)
8
Properties=species:S:1:pos:R:3:forces:R:3:mulliken_charge:R:1 method="wB97M-V/def2-TZVPD" charge=0 homo_ha="-0.388 / -0.357" homo_lumo_gap_ev="9.401 / 7.574"
O -2.09803 3.90752 -0.29967 -0.320 0.721 0.382 -0.57
O -0.32171 0.61992 -1.14658 -0.061 0.473 -0.169 -0.20
O -1.87312 2.61559 -1.99524 -0.068 -0.425 -0.969 -0.56
O -0.71740 2.34526 -0.18486 0.755 -1.050 0.154 -0.35
N 0.10158 -0.19328 -0.32412 0.329 -0.394 0.738 -0.05
N -1.61064 2.97777 -0.89027 -0.428 0.497 0.262 1.17
H 1.07420 -0.13846 -0.00320 -0.251 0.015 -0.236 0.28
H -0.55774 -0.74476 0.23069 0.044 0.162 -0.161 0.28


(4)
10
Properties=species:S:1:pos:R:3:forces:R:3:mulliken_charge:R:1 method="wB97M-V/def2-TZVPD" charge=0 homo_ha=-0.374 smiles="NC(=O)NC=O" homo_lumo_gap_ev=10.928
O -1.28514 -1.41211 -0.39431 0.619 0.247 -0.153 -0.55
O -0.50280 0.74825 1.61463 0.468 0.078 0.498 -0.53
N -0.62694 0.55629 -1.32999 0.200 -0.213 -0.177 -0.36
N 0.77741 -0.44342 0.23382 -0.353 0.029 0.214 -0.23
C -0.49502 -0.50929 -0.50958 0.137 -0.465 -0.546 0.59
C 0.55157 0.17703 1.42612 -0.302 0.305 0.235 0.03
H 1.52734 -1.12077 0.11844 -0.546 0.126 -0.021 0.24
H -1.34097 0.53228 -2.03586 -0.179 0.161 0.190 0.23
H 0.03051 1.31668 -1.29235 -0.076 -0.174 -0.089 0.21
H 1.36403 0.15507 2.16909 0.030 -0.093 -0.151 0.38


Maximum force per entry: 5.38, 5.54, 1.30, 0.73 eV/A
Energy per entry: -374.5155, -549.0486, -411.3850, -338.6247 a.u.
Energy relative to the best compared isomer or geometry (same formula, charge and spin) per entry: 160.0, 428.7, 266.6, 74.7 kJ/mol